{
  "formula": "C21H30F4MnO13S",
  "method": "the ωB97M-V functional and the def2-TZVPD basis",
  "symbols": ["Mn", "F", "C", "F", "F", "F", "S", "O", "O", "O", "O", "C", "O", "C", "C", "C", "H", "H", "H", "H", "H", "H", "O", "C", "O", "C", "C", "C", "H", "H", "H", "H", "H", "H", "O", "C", "O", "C", "C", "C", "H", "H", "H", "H", "H", "H", "O", "C", "O", "C", "C", "C", "H", "H", "H", "H", "H", "H", "O", "C", "O", "C", "C", "C", "H", "H", "H", "H", "H", "H"],
  "coordinates": [[2.05033, 0.15070, 1.00274], [2.26848, 2.27538, 1.32326], [-0.92021, -0.67767, -2.35285], [-1.51142, -1.53346, -1.59246], [0.18014, -1.05810, -2.88829], [-1.71639, -0.40843, -3.38502], [-0.40581, 0.85276, -1.19851], [-0.31178, 2.01057, -2.10956], [-1.43525, 0.91298, -0.13590], [0.91878, 0.52894, -0.61530], [3.99743, 0.23036, -0.15467], [4.31532, 1.09528, -0.96036], [3.36162, 1.42922, -1.85111], [3.81533, 2.60973, -2.54927], [5.30313, 2.79452, -2.16961], [5.61678, 1.69062, -1.24770], [3.31707, 3.42163, -2.01950], [3.68982, 2.51667, -3.62801], [5.52392, 3.77540, -1.74863], [5.99057, 2.75849, -3.01473], [6.09320, 1.94622, -0.30124], [6.07746, 0.91370, -1.85784], [0.35523, -0.47697, 2.12171], [-0.69831, -0.88656, 2.72106], [-0.98706, -2.22492, 2.81007], [-2.04323, -2.36595, 3.68356], [-2.16479, -1.08464, 4.43500], [-1.58746, 0.04453, 3.52541], [-1.94664, -3.23260, 4.33755], [-2.94800, -2.65960, 3.15135], [-1.47136, -1.20504, 5.26733], [-3.14541, -0.84057, 4.84356], [-0.90272, 0.71133, 4.04943], [-2.32771, 0.49760, 2.86597], [1.33837, 4.96581, 2.33772], [0.40041, 4.94778, 1.57791], [0.27506, 5.96695, 0.67642], [-1.02248, 5.90056, 0.01983], [-1.50008, 4.43732, 0.16658], [-0.79253, 4.01068, 1.44614], [-0.94271, 6.20912, -1.02254], [-1.74690, 6.50997, 0.56014], [-1.32099, 3.88202, -0.75411], [-2.57478, 4.36456, 0.33336], [-0.41486, 3.05070, 1.09412], [-1.37708, 3.89490, 2.35882], [2.32085, -1.93128, 0.55992], [2.63633, -2.59649, -0.42897], [1.92902, -2.60983, -1.52661], [2.56738, -3.49075, -2.45076], [3.56513, -4.27367, -1.72581], [3.94211, -3.41060, -0.58814], [3.03494, -2.85625, -3.20368], [1.76145, -4.03370, -2.94451], [4.42251, -4.51324, -2.35478], [3.12995, -5.24561, -1.49333], [4.75022, -2.71767, -0.82248], [4.25226, -4.04257, 0.24403], [-5.80680, -4.00095, 2.03088], [-5.62501, -3.26459, 1.03945], [-5.65538, -1.89264, 1.16161], [-5.62980, -1.26584, -0.18309], [-5.06692, -2.39456, -1.09357], [-5.42522, -3.66977, -0.38703], [-4.87246, -0.48898, -0.28804], [-6.63693, -0.88963, -0.36273], [-3.98381, -2.34297, -1.20450], [-5.40859, -2.28009, -2.12228], [-4.55174, -4.29932, -0.21734], [-6.32169, -4.14115, -0.78982]],
  "forces_ev_per_a": [[0.0838, 1.0680, -0.1298], [-0.2527, -0.8513, 0.1181], [-0.0642, 3.5349, 0.4516], [-0.3788, -1.7353, 0.9067], [2.1498, -1.5764, -0.4917], [-0.7264, 0.7114, 0.2883], [-1.0957, 1.5013, -0.0667], [-0.3487, -1.6250, 1.1737], [0.9352, -0.0277, -1.4268], [-0.9768, -0.4810, -1.2008], [0.7543, 0.3628, 0.6125], [-3.0717, -1.9942, -0.2264], [1.4687, 0.5440, 0.0118], [0.6783, 0.6710, 0.7873], [0.6853, 1.5005, -1.2857], [0.1126, -0.6161, 0.7411], [-0.6215, 0.1372, -0.9791], [-0.5432, 0.0996, 0.3322], [-0.4462, -0.0035, 0.2142], [-0.3067, -0.0960, -0.2755], [0.4601, -0.2718, -0.3510], [0.7174, -0.2640, 0.6642], [-3.5360, -1.7723, 1.9959], [4.1990, 0.6777, -2.2134], [2.0343, 2.8007, -1.2399], [-3.0480, -1.4470, 0.6610], [0.0571, 1.4816, 1.2667], [0.1677, -2.7557, -0.0129], [0.8001, 0.1284, 0.1317], [-0.1590, 0.4529, -0.5231], [-0.0924, 0.3583, 0.3076], [0.0226, -0.3154, -0.1372], [-0.4685, 0.2837, -0.2064], [0.1585, 0.2339, 0.0900], [0.7374, -0.6390, 0.6428], [-2.0405, 2.0673, -2.8204], [0.5519, -1.3415, 1.3372], [-1.5954, -0.9660, -0.0604], [-0.4980, 1.8228, -0.2016], [0.8437, -1.8167, -0.9355], [0.4382, 0.1670, 0.3006], [0.4970, 0.5342, -0.0108], [0.6504, -0.4752, 0.4925], [-0.0396, 0.3031, -0.0232], [0.5499, -0.5578, 1.0787], [0.2206, 0.2398, -0.0458], [0.2646, -0.7785, -0.9429], [1.0473, 1.0236, 2.1725], [-0.0113, -0.1178, 0.8635], [-1.1036, 0.9348, -2.5830], [0.9805, -2.0258, -1.1178], [-0.7928, -0.0031, 0.8920], [-0.0482, 0.1304, -0.1149], [0.1950, -0.1805, 0.0709], [-0.0563, 0.0602, -0.1484], [0.0941, 0.0605, 0.7243], [-0.0747, 0.1492, -0.0016], [-0.2748, 0.6414, 0.4292], [0.9225, 2.3241, -3.0788], [-1.8467, -0.6613, 3.4049], [0.4090, -0.1580, -0.9037], [1.1214, -1.2381, 0.2652], [-0.2950, 0.6318, -0.5801], [0.3918, -0.0397, 0.5685], [-0.3813, 0.4236, 0.8852], [0.1418, -0.2013, -0.3030], [0.0377, 0.4070, 0.4178], [-0.3991, -0.2672, 0.0794], [-0.2759, -0.7270, -0.9791], [0.2902, -0.4416, 0.2376]],
  "mulliken_charge": [0.88, -0.76, 0.56, -0.23, -0.22, -0.24, 1.10, -0.71, -0.61, 0.09, -0.68, 0.53, -0.17, -0.34, -0.74, -0.19, 0.25, 0.33, 0.30, 0.28, 0.34, 0.25, -0.38, 0.27, -0.32, -0.23, -0.64, -0.12, 0.32, 0.08, 0.28, 0.39, 0.27, 0.20, -0.17, 0.59, -0.33, -0.46, -0.41, 0.54, 0.39, 0.26, 0.10, 0.36, -0.46, 0.40, -0.68, 0.30, -0.07, -0.48, -0.59, -0.32, 0.29, 0.32, 0.31, 0.29, 0.28, 0.33, -0.63, 0.58, -0.37, -0.28, -0.02, -0.50, 0.18, 0.30, -0.21, 0.43, 0.25, 0.30],
  "homo_lumo_gap_ha": [0.3375, 0.1325],
  "multiplicity": 7,
  "total_charge": 1,
  "s_squared": 12.01,
  "e_homo_ev": [-11.8, -11.8]
}